{"formula": "C16H38ClO8Si2TeV", "method": "ωB97M-V/def2-TZVPD", "orbital_gap_ev": [8.333, 7.867], "lumo_ev": [-2.3, -2.3], "s_squared": 0.76, "e_above_lowest_ev": 0.710, "spin_multiplicity": 2, "charge": 1, "elements": ["V", "C", "C", "O", "C", "C", "O", "C", "C", "O", "C", "C", "O", "H", "H", "H", "H", "H", "H", "H", "H", "H", "H", "H", "H", "H", "H", "H", "H", "O", "Cl", "O", "O", "O", "C", "Si", "C", "C", "C", "Te", "C", "Si", "C", "C", "C", "H", "H", "H", "H", "H", "H", "H", "H", "H", "H", "H", "H", "H", "H", "H", "H", "H", "H", "H", "H", "H", "H"], "positions_angstrom": [[-0.277577, 0.659427, -0.016873], [0.775980, -1.938686, 2.285850], [1.539308, -1.734838, 1.001133], [0.651737, -1.288749, -0.040506], [-0.139520, -2.316729, -0.645158], [-0.778219, -1.700378, -1.866554], [-1.314858, -0.417596, -1.531045], [-2.722150, -0.296001, -1.304473], [-3.062657, -0.850466, 0.055069], [-2.037332, -0.429256, 0.969421], [-2.170529, -1.127067, 2.210061], [-1.097203, -0.684815, 3.166179], [0.183904, -0.687583, 2.575475], [1.462788, -2.231259, 3.082033], [0.024260, -2.729107, 2.185734], [2.057654, -2.637442, 0.677520], [2.259400, -0.933017, 1.128720], [-0.886182, -2.678864, 0.062301], [0.503577, -3.147314, -0.936261], [-1.556972, -2.346649, -2.269362], [-0.031583, -1.524580, -2.636842], [-3.283247, -0.796150, -2.093161], [-2.921011, 0.769819, -1.355160], [-3.093445, -1.942737, 0.041323], [-4.034893, -0.487717, 0.390111], [-2.113579, -2.201109, 2.008684], [-3.152248, -0.921093, 2.642669], [-1.143527, -1.312149, 4.061490], [-1.276200, 0.345367, 3.469187], [-0.956975, 2.377891, -1.086051], [0.153149, 2.400537, -2.107389], [-0.276570, 1.725566, -3.269706], [0.602270, 3.709508, -2.351422], [1.168124, 1.594387, -1.381043], [4.183770, 4.337447, 2.865540], [3.761426, 4.102506, 1.058067], [4.181087, 5.624618, 0.058705], [4.620616, 2.591203, 0.367163], [1.898723, 3.848575, 0.901633], [1.173188, 2.114740, 1.899898], [-0.056182, 3.175315, 3.289409], [-1.644602, 4.006532, 2.677425], [-2.351000, 4.936917, 4.135771], [-2.874166, 2.696631, 2.133652], [-1.328371, 5.156334, 1.240850], [5.263855, 4.450303, 3.000565], [3.869028, 3.481948, 3.470743], [3.707352, 5.236095, 3.272470], [5.257727, 5.822832, 0.075369], [3.675103, 6.512897, 0.449235], [3.882346, 5.501371, -0.986667], [5.706476, 2.720781, 0.391447], [4.331086, 2.413172, -0.673215], [4.388260, 1.690681, 0.942447], [1.608766, 3.777577, -0.143742], [1.351520, 4.689675, 1.333281], [0.627204, 3.900197, 3.739504], [-0.289578, 2.465939, 4.090742], [-2.561330, 4.266931, 4.975171], [-3.286553, 5.437458, 3.866750], [-1.655997, 5.704303, 4.489537], [-3.134131, 2.023445, 2.957594], [-2.507912, 2.093896, 1.294017], [-3.800409, 3.180546, 1.806412], [-0.622973, 5.949460, 1.503521], [-2.266601, 5.642496, 0.954285], [-0.949330, 4.629122, 0.359727]], "forces_ev_per_a": [[0.02, 0.08, 0.60], [-0.07, -0.12, 0.02], [-0.06, 0.01, -0.11], [0.13, 0.08, -0.21], [0.05, -0.02, 0.03], [-0.05, 0.05, -0.05], [-0.14, 0.06, -0.08], [0.12, -0.01, -0.03], [0.06, -0.01, 0.06], [-0.14, 0.09, -0.20], [-0.03, 0.02, -0.06], [-0.01, 0.05, 0.15], [-0.07, 0.08, -0.05], [0.05, -0.02, 0.06], [0.02, 0.04, -0.01], [0.00, -0.05, -0.01], [0.10, 0.08, -0.01], [-0.04, -0.03, 0.07], [0.04, -0.07, -0.02], [-0.04, -0.04, -0.03], [0.06, 0.06, -0.05], [-0.03, -0.06, -0.02], [0.01, 0.12, -0.04], [0.02, -0.09, 0.03], [-0.07, 0.04, 0.03], [-0.01, -0.06, -0.02], [-0.04, 0.01, 0.03], [0.06, -0.02, 0.02], [0.01, 0.07, 0.00], [-0.02, 0.01, -0.38], [-0.35, -0.67, 0.65], [0.03, 0.08, -0.25], [0.04, 0.17, 0.12], [0.26, -0.04, -0.21], [0.03, 0.04, 0.05], [0.01, 0.02, 0.01], [0.07, 0.03, -0.02], [0.05, -0.02, -0.07], [-0.07, 0.13, 0.00], [0.15, 0.09, -0.06], [-0.10, -0.03, 0.11], [0.02, 0.03, -0.08], [-0.02, 0.04, 0.05], [-0.04, -0.13, -0.03], [0.02, 0.02, -0.02], [-0.07, 0.00, -0.01], [0.00, 0.03, -0.04], [0.04, -0.08, -0.04], [-0.09, -0.02, 0.00], [0.03, -0.08, -0.02], [0.02, 0.01, 0.07], [-0.06, -0.01, 0.00], [0.00, 0.02, 0.06], [-0.01, 0.02, 0.01], [0.00, 0.03, 0.00], [0.05, -0.05, 0.00], [-0.03, 0.03, -0.03], [0.00, 0.01, -0.06], [0.01, 0.05, -0.05], [0.07, -0.04, 0.01], [-0.05, -0.05, -0.02], [0.01, 0.01, -0.05], [-0.02, 0.09, 0.10], [0.08, -0.02, 0.02], [-0.03, -0.03, -0.03], [0.05, -0.04, 0.03], [-0.02, 0.04, 0.10]]}